# 1
82
Properties=species:S:1:pos:R:3:forces:R:3 method="wB97M-V/def2-TZVPD" spin_multiplicity=8 charge=-1 de_lowest_kj_mol=0.00 orbital_gap_ev="7.205 / 5.538"
Gd 1.707 -1.623 0.195 -0.258 -0.310 -0.203
C 1.243 -0.261 -4.353 0.263 0.381 0.005
C 1.601 0.867 -3.409 0.095 -0.077 -0.109
N 1.473 2.117 -3.778 -0.258 0.081 0.273
C 1.867 3.118 -2.924 -0.178 -1.163 -0.639
C 2.528 2.857 -1.767 0.041 0.642 0.636
C 2.938 3.990 -0.856 -0.512 0.042 0.160
O 2.159 4.050 0.356 0.289 -0.268 -0.256
C 2.720 1.518 -1.354 -0.156 -0.434 -0.551
C 3.561 1.247 -0.238 0.165 -0.269 1.392
N 3.605 0.159 0.456 -0.527 0.197 -0.730
C 4.396 0.061 1.605 0.354 -0.412 -0.292
C 4.329 1.003 2.619 -0.525 0.691 0.220
C 4.958 0.748 3.828 -0.063 0.660 0.055
C 5.697 -0.394 4.000 0.447 -0.233 0.517
C 5.819 -1.323 2.977 -0.042 -0.164 -0.419
C 5.182 -1.101 1.775 -0.647 0.638 -0.137
I 5.256 -2.449 0.165 0.066 0.040 0.401
C 2.195 0.481 -2.154 0.359 -0.976 -0.091
O 2.330 -0.788 -1.915 -0.147 0.645 0.448
H 0.665 0.146 -5.164 -0.100 0.187 -0.461
H 0.676 -1.071 -3.911 0.038 0.070 0.379
H 2.164 -0.718 -4.734 -0.073 0.104 -0.019
H 1.628 4.113 -3.248 0.048 0.392 -0.044
H 2.794 4.942 -1.367 0.184 0.021 -0.191
H 3.984 3.896 -0.556 0.028 0.184 -0.079
H 1.426 3.429 0.265 -0.029 0.002 0.063
H 4.188 2.071 0.101 0.138 0.021 -0.024
H 3.727 1.925 2.494 0.328 -0.758 -0.037
H 4.875 1.460 4.649 -0.003 -0.107 -0.230
H 6.197 -0.526 4.956 -0.044 -0.292 -0.165
H 6.366 -2.241 3.069 0.310 -0.175 0.335
O 0.341 -2.750 1.813 0.786 -0.265 -0.146
C 1.275 -3.623 2.004 -0.470 1.519 0.136
O 2.437 -3.299 2.336 -0.283 -0.189 -0.513
C 0.871 -4.992 1.617 0.209 -0.369 0.200
C 0.462 -5.908 2.577 0.377 0.954 -0.101
C 0.052 -7.149 2.168 -0.336 -0.684 0.262
C -0.008 -7.467 0.823 0.266 0.035 -0.800
C 0.394 -6.540 -0.153 -0.083 -0.342 0.911
C 0.872 -5.299 0.250 0.493 0.709 -0.447
S 1.579 -4.178 -1.000 -0.500 -0.157 0.721
H 0.488 -5.611 3.630 -0.021 -0.228 -0.381
H -0.221 -7.862 2.931 -0.150 -0.270 -0.072
H -0.316 -8.462 0.504 -0.050 0.202 0.104
H 0.377 -6.783 -1.201 -0.036 -0.123 -0.207
C -4.320 3.673 2.258 0.185 -0.867 0.110
C -3.987 3.497 0.770 -0.180 0.293 0.134
C -3.367 4.825 0.299 0.568 -0.545 0.368
C -5.320 3.319 0.028 0.375 -0.022 -0.244
C -3.010 2.344 0.547 -0.628 0.116 -0.369
C -1.803 2.310 1.211 0.159 -0.260 0.029
C -0.889 1.314 0.948 -0.672 -0.221 -0.652
Br 0.571 1.185 2.134 0.599 -0.227 -0.105
C -1.070 0.341 -0.076 -0.506 0.119 0.405
O -0.125 -0.500 -0.357 0.371 -0.343 -0.084
C -2.359 0.312 -0.703 -0.475 0.975 0.466
C -3.287 1.315 -0.350 0.517 -0.323 -0.473
C -2.792 -0.807 -1.653 0.267 -0.268 -0.330
C -2.681 -2.120 -0.888 0.702 0.893 1.360
C -4.237 -0.667 -2.157 -0.127 -0.385 0.072
C -1.853 -0.903 -2.865 -0.211 0.211 0.270
H -4.929 4.536 2.416 -0.447 0.830 0.028
H -3.445 3.764 2.890 0.318 0.119 -0.016
H -4.883 2.832 2.659 -0.042 -0.277 -0.127
H -4.049 5.626 0.495 -0.492 0.652 0.339
H -3.211 4.838 -0.769 0.382 -0.188 -0.382
H -2.425 5.021 0.842 -0.317 -0.019 -0.407
H -5.941 4.186 0.226 -0.187 0.224 0.004
H -5.859 2.445 0.367 -0.132 -0.323 0.166
H -5.197 3.227 -1.057 0.075 0.114 0.165
H -1.546 3.024 1.970 -0.043 0.344 0.258
H -4.255 1.316 -0.851 0.368 -0.076 0.216
H -3.228 -2.038 0.051 -0.292 -0.165 -0.006
H -1.648 -2.295 -0.585 0.008 -0.066 -0.137
H -3.014 -2.951 -1.440 -0.551 -1.067 -0.817
H -4.970 -0.743 -1.338 0.214 0.183 -0.221
H -4.475 -1.473 -2.866 0.252 -0.025 0.273
H -4.395 0.243 -2.724 -0.053 0.413 0.041
H -0.862 -1.154 -2.527 0.306 -0.138 0.058
H -1.792 0.024 -3.411 0.002 0.604 -0.172
H -2.203 -1.644 -3.571 -0.102 -0.434 -0.092



# 2
86
Properties=species:S:1:pos:R:3:forces:R:3 method="wB97M-V/def2-TZVPD" charge=-2 de_lowest_kj_mol=48.81 orbital_gap_ev=4.873
K -0.076 1.550 1.101 0.391 -0.547 -0.453
C -2.160 3.111 4.934 0.012 -0.475 -0.223
C -1.922 3.097 3.400 -0.511 -0.375 0.023
O -0.746 2.824 3.034 -0.269 0.340 0.604
C -3.031 3.330 2.585 0.098 0.468 0.750
C -3.144 3.291 1.145 0.148 -0.198 0.578
C -4.430 3.863 0.669 -0.538 -0.776 -1.434
N -2.280 2.748 0.345 -0.304 -0.216 -0.921
N -2.687 2.690 -1.036 0.278 0.152 0.015
C -2.012 1.784 -1.730 0.462 -0.406 1.919
O -1.139 0.967 -1.257 -0.109 0.215 -0.868
C -2.376 1.635 -3.178 -0.406 0.015 -0.918
C -3.102 2.646 -3.831 0.365 -0.416 0.054
C -3.475 2.480 -5.171 0.100 0.332 0.535
C -3.159 1.340 -5.889 0.026 -0.494 0.351
C -2.449 0.325 -5.249 0.756 -0.847 -0.605
C -2.026 0.487 -3.934 -0.980 0.979 0.185
H -1.679 3.981 5.354 0.321 0.285 0.257
H -1.685 2.213 5.335 0.278 0.105 0.001
H -3.186 3.071 5.315 -0.107 0.227 -0.539
H -3.927 3.669 3.138 0.497 -0.295 -0.496
H -5.086 4.163 1.457 -0.317 0.089 0.644
H -4.927 3.104 0.033 0.059 0.487 0.177
H -4.239 4.723 0.046 0.051 0.307 -0.409
H -3.312 3.513 -3.195 -0.200 -0.185 -0.552
H -4.025 3.239 -5.694 -0.232 0.444 0.009
H -3.523 1.228 -6.902 0.136 -0.017 -0.091
H -2.133 -0.615 -5.801 -0.561 1.229 0.676
H -1.493 -0.293 -3.462 0.615 -0.597 0.556
Br 1.401 -2.132 3.379 -0.161 -0.116 -0.033
C 3.188 -1.560 3.734 0.739 0.855 -0.687
C 3.910 -2.179 4.747 -0.121 1.281 -1.032
C 5.184 -1.645 4.942 0.729 -1.074 0.015
C 5.678 -0.612 4.138 -0.528 -0.382 1.258
C 4.844 -0.047 3.191 -0.454 -0.445 -0.404
N 3.630 -0.580 2.955 -0.439 -0.268 0.632
C 5.278 1.180 2.371 -0.617 -1.085 -1.066
O 5.539 2.153 3.067 0.540 1.014 0.638
O 5.272 1.009 1.131 0.222 0.071 0.408
H 3.417 -2.970 5.259 0.219 -0.514 0.666
H 5.833 -2.179 5.662 -0.273 0.658 -0.267
H 6.632 -0.154 4.339 0.214 -0.038 -0.042
C -1.750 -1.910 -0.460 0.252 0.300 0.913
N -1.876 -2.807 0.709 0.191 0.297 -0.834
C -1.137 -4.043 0.644 0.255 -0.129 -0.056
C -1.683 -5.030 1.660 0.445 0.852 0.324
C -1.661 -4.392 3.047 1.276 0.032 -0.513
N -1.932 -2.990 3.057 -0.078 0.200 -0.365
C -2.317 -2.448 4.348 0.108 0.293 -0.669
C -2.138 -2.216 1.916 -1.229 -0.010 0.949
O -2.659 -1.113 2.044 0.586 -0.023 -0.412
H -2.087 -2.372 -1.384 -0.142 -0.259 0.062
H -0.715 -1.578 -0.572 0.085 -0.128 -0.113
H -2.305 -1.003 -0.253 -0.178 0.000 -0.138
H -0.079 -3.914 0.850 0.495 0.363 0.169
H -1.152 -4.397 -0.396 -0.370 -0.129 0.296
H -1.036 -5.897 1.706 -0.210 -0.457 -0.197
H -2.700 -5.251 1.420 -0.677 -0.545 -0.345
H -0.678 -4.541 3.502 0.234 -0.168 0.034
H -2.351 -4.869 3.699 -0.871 -0.676 0.586
H -3.352 -2.704 4.607 0.081 -0.180 0.065
H -2.283 -1.374 4.204 0.097 0.174 0.511
H -1.620 -2.807 5.120 -0.200 0.218 -0.207
C 4.306 -1.481 -1.328 1.649 -1.166 -1.298
C 3.441 -0.945 -0.419 1.118 0.098 1.790
N 2.208 -0.630 -0.672 -1.626 0.923 -0.464
C 1.785 -0.701 -1.945 0.709 -0.716 0.858
C 2.571 -1.249 -2.932 0.587 -0.579 -1.709
C 3.862 -1.718 -2.613 -0.971 0.942 0.706
C 2.070 -1.281 -4.358 0.304 0.480 0.813
C 1.701 -0.192 -5.019 -0.435 1.239 -0.104
C 1.909 1.177 -4.426 0.742 -1.119 -0.058
C 0.915 2.103 -4.305 -1.682 0.729 -0.646
C 1.193 3.271 -3.610 0.261 0.410 0.225
N 2.407 3.518 -3.109 -0.566 -0.186 0.001
C 3.307 2.552 -3.308 -0.074 0.669 -0.163
N 3.144 1.420 -3.951 -0.354 -0.444 -0.105
H 5.354 -1.741 -1.062 -0.939 0.326 0.007
H 3.846 -0.749 0.570 -0.420 0.067 0.026
H 0.792 -0.365 -2.138 -0.744 0.364 -0.120
H 4.526 -2.122 -3.339 0.236 -0.315 -0.642
H 2.006 -2.216 -4.867 -0.162 -0.756 -0.132
H 1.171 -0.201 -5.985 0.438 -0.299 0.388
H -0.085 1.966 -4.767 0.794 -0.073 0.550
H 0.423 4.038 -3.430 0.345 -0.448 -0.161
H 4.288 2.752 -2.931 0.508 0.043 0.267



# 3
88
Properties=species:S:1:pos:R:3:forces:R:3 method="wB97M-V/def2-TZVPD" charge=0 de_lowest_kj_mol=195.83 orbital_gap_ev=8.428
Ti -0.848 0.083 -0.860 1.661 1.892 -0.060
C 2.814 -2.666 -0.989 0.063 0.094 0.182
C 3.610 -2.139 0.201 -0.113 0.165 -0.268
C 5.090 -2.431 -0.058 -0.047 0.005 0.171
C 3.405 -0.625 0.443 -0.031 -0.211 0.285
C 4.325 -0.111 1.573 0.006 0.069 -0.228
O 3.430 0.292 2.613 0.198 0.149 0.341
C 2.179 0.187 2.115 0.108 -0.063 -0.755
N 2.048 -0.266 0.934 -0.203 -0.013 0.094
C 1.149 0.627 3.073 -0.368 0.177 0.090
C 1.444 0.376 4.411 -0.011 -0.048 -0.113
C 0.581 0.760 5.418 -0.029 -0.027 0.098
C -0.586 1.421 5.093 -0.044 0.042 0.112
C -0.882 1.701 3.770 -0.010 0.003 -0.144
C -0.038 1.312 2.732 0.388 -0.428 0.049
P -0.415 1.831 1.002 0.180 0.985 1.218
C -2.051 2.622 1.278 -0.109 -0.226 -0.200
C -2.276 3.992 1.193 0.142 -0.044 0.015
C -3.552 4.506 1.389 -0.010 0.027 0.011
C -4.607 3.658 1.686 -0.033 0.044 0.004
C -4.390 2.290 1.782 0.006 -0.039 0.002
C -3.124 1.772 1.569 -0.006 0.127 -0.118
C 0.709 3.266 0.848 0.047 -0.255 -0.469
C 1.057 4.080 1.923 -0.051 -0.036 0.058
C 1.877 5.178 1.721 -0.023 0.039 0.054
C 2.376 5.460 0.455 -0.021 0.008 -0.025
C 2.057 4.637 -0.614 0.003 0.068 -0.028
C 1.219 3.551 -0.417 -0.103 -0.042 0.084
H 2.919 -3.750 -1.045 0.042 -0.015 -0.089
H 3.178 -2.230 -1.922 -0.022 0.016 -0.015
H 1.764 -2.455 -0.869 -0.382 0.122 -0.044
H 3.269 -2.669 1.096 0.069 0.044 0.083
H 5.448 -1.841 -0.905 0.011 -0.028 -0.028
H 5.222 -3.487 -0.298 0.018 0.011 -0.040
H 5.724 -2.211 0.800 0.078 -0.055 -0.061
H 3.589 -0.093 -0.492 -0.030 0.036 -0.082
H 4.918 0.753 1.271 0.014 0.006 0.071
H 4.979 -0.877 1.983 -0.021 0.059 0.015
H 2.368 -0.132 4.649 -0.028 0.015 0.006
H 0.824 0.551 6.451 0.001 -0.025 0.001
H -1.270 1.738 5.870 -0.011 0.010 -0.006
H -1.786 2.249 3.549 0.034 -0.039 0.078
H -1.454 4.664 0.980 -0.020 0.006 -0.014
H -3.716 5.573 1.316 0.009 0.000 0.002
H -5.597 4.064 1.847 -0.003 -0.003 -0.001
H -5.207 1.624 2.026 0.000 -0.009 -0.038
H -2.959 0.707 1.634 -0.052 -0.043 0.031
H 0.683 3.860 2.915 -0.001 0.006 0.006
H 2.122 5.823 2.554 0.029 -0.025 0.010
H 3.007 6.326 0.306 0.042 -0.029 -0.001
H 2.458 4.837 -1.599 -0.015 -0.005 -0.004
H 0.951 2.911 -1.244 0.089 0.029 -0.038
O 0.014 -2.714 0.738 -0.096 0.157 -0.247
S -1.168 -2.113 1.291 0.762 -1.390 1.182
O -1.281 -2.118 2.722 -0.283 0.240 -0.223
O -1.323 -0.693 0.784 -0.311 -0.806 1.723
C -2.510 -3.173 0.700 0.020 0.333 -0.081
C -2.692 -4.331 1.444 0.031 0.130 0.111
C -3.610 -5.283 1.029 -0.073 -0.028 -0.094
C -4.346 -5.097 -0.134 0.008 0.020 0.124
C -4.163 -3.950 -0.888 0.025 0.095 -0.121
C -3.245 -3.002 -0.468 0.365 0.180 0.009
S -2.959 -1.559 -1.444 -2.025 -0.735 -0.564
O -3.584 -1.709 -2.724 0.224 -0.307 0.100
O -3.399 -0.417 -0.668 0.157 0.015 -0.111
O -1.450 -1.543 -1.555 -0.265 -1.151 -0.721
H -2.104 -4.471 2.340 -0.054 -0.017 0.028
H -3.750 -6.180 1.617 0.025 -0.008 0.008
H -5.058 -5.844 -0.455 -0.001 -0.008 0.001
H -4.702 -3.779 -1.810 -0.006 -0.025 0.008
Cl -0.801 -0.316 -4.057 0.228 0.154 -0.738
C 0.358 1.029 -4.077 0.042 -0.398 0.439
Cl 1.327 1.032 -5.542 -0.001 0.039 -0.062
C 1.267 0.967 -2.809 0.408 0.282 -0.842
O 2.389 1.397 -2.861 -0.280 -0.079 0.253
O 0.701 0.476 -1.741 0.979 -0.635 0.126
H -0.210 1.957 -4.055 -0.037 -0.022 0.057
C -3.486 1.735 -3.223 0.312 -0.184 0.220
C -2.737 2.207 -1.981 -0.552 0.694 -0.146
C -2.186 3.618 -2.174 0.179 -0.325 0.155
O -1.657 1.335 -1.663 -1.189 1.190 -0.735
H -4.375 2.350 -3.361 0.005 0.036 0.043
H -3.783 0.696 -3.110 -0.100 -0.014 -0.083
H -2.858 1.826 -4.110 -0.005 -0.006 -0.025
H -3.426 2.200 -1.131 0.115 -0.098 0.021
H -1.603 3.676 -3.095 -0.009 0.040 -0.021
H -1.543 3.884 -1.336 -0.005 0.095 -0.057
H -3.002 4.337 -2.226 -0.032 -0.009 -0.036